No. 1
The following is a quantum chemistry calculation of one molecule with the formula C5H10O2S2 in a non-equilibrium geometry, from the OMol25 dataset.

Output
DFT total energy ... -1143.28380 Ha
Relative energy (zero: lowest compared OMol25 entry of this formula, charge and spin) ... 72.15 kJ/mol
HOMO-LUMO gap ... 9.38 eV
LUMO level ... -0.19 eV

```
19
Properties=species:S:1:pos:R:3:nbo_charge:R:1
C 1.263 0.134 -0.579 -0.598
C -0.263 -0.019 0.016 -0.101
C -0.296 -0.021 1.559 -0.616
C -0.937 -1.297 -0.510 -0.531
S -2.655 -1.699 -0.149 0.065
S -3.018 0.382 -0.003 1.834
O -3.397 0.848 1.318 -0.909
O -3.822 0.808 -1.125 -0.922
C -0.998 1.141 -0.456 -0.414
H 1.235 0.602 -1.550 0.208
H 1.820 -0.780 -0.684 0.216
H 1.901 0.731 0.006 0.218
H 0.004 0.867 2.022 0.217
H 0.400 -0.823 1.942 0.211
H -1.342 -0.266 1.847 0.234
H -0.860 -1.305 -1.657 0.223
H -0.394 -2.093 -0.230 0.223
H -1.004 1.970 0.254 0.220
H -0.935 1.617 -1.371 0.222
```

No. 2
The following is a quantum chemistry calculation of one molecule with the formula C19H19N3O3S in a non-equilibrium geometry, from the OMol25 dataset.

Output
DFT total energy ... -1523.64759 Ha
Relative energy (zero: lowest compared OMol25 entry of this formula, charge and spin) ... 62.87 kJ/mol
HOMO-LUMO gap ... 8.33 eV
LUMO level ... 0.51 eV

```
45
Properties=species:S:1:pos:R:3:nbo_charge:R:1
C -0.319 -4.049 5.357 -0.638
C 0.909 -4.366 4.508 -0.062
O 1.402 -3.237 3.817 -0.495
C 0.759 -2.786 2.706 0.301
C 1.273 -1.609 2.153 -0.252
C 0.729 -1.064 1.014 -0.174
C -0.367 -1.675 0.400 0.069
N -1.025 -1.125 -0.684 -0.481
C -0.516 -0.552 -1.673 0.329
N -1.316 0.073 -2.609 -0.623
C -0.758 0.809 -3.602 0.675
O -1.381 1.465 -4.402 -0.587
C 0.761 0.747 -3.547 -0.425
C 1.367 2.143 -3.331 -0.505
C 1.247 2.527 -1.854 0.692
O 2.210 2.606 -1.131 -0.590
N -0.046 2.701 -1.462 -0.642
C -0.569 2.635 -0.162 0.228
C 0.236 2.561 0.969 -0.280
C -0.347 2.417 2.215 -0.183
C -1.723 2.358 2.349 -0.234
C -2.525 2.447 1.224 -0.178
C -1.954 2.583 -0.026 -0.278
S 1.191 -0.398 -2.188 0.245
C -0.892 -2.836 0.960 -0.180
C -0.330 -3.396 2.091 -0.306
H -0.082 -3.260 6.066 0.215
H -1.146 -3.713 4.735 0.213
H -0.626 -4.936 5.904 0.214
H 1.737 -4.668 5.156 0.193
H 0.700 -5.188 3.811 0.169
H 2.112 -1.140 2.642 0.222
H 1.129 -0.146 0.612 0.218
H -2.320 0.030 -2.487 0.434
H 1.133 0.325 -4.484 0.262
H 0.847 2.857 -3.974 0.245
H 2.427 2.132 -3.585 0.246
H -0.748 2.754 -2.188 0.403
H 1.307 2.610 0.869 0.256
H 0.284 2.351 3.088 0.216
H -2.171 2.244 3.325 0.214
H -3.600 2.405 1.317 0.214
H -2.580 2.646 -0.907 0.205
H -1.741 -3.306 0.488 0.218
H -0.756 -4.307 2.481 0.216
```

No. 3
The following is a quantum chemistry calculation of an isolated ion of composition C3H5N2O2 and charge +1 in a non-equilibrium geometry, from the OMol25 dataset.

Output
DFT total energy ... -376.77097 Ha
Relative energy (zero: lowest compared OMol25 entry of this formula, charge and spin) ... 315.74 kJ/mol
HOMO-LUMO gap (alpha / beta) ... 6.46 / 8.19 eV
Total charge ... +1
LUMO level (alpha / beta) ... -4.05 / -8.06 eV
Spin multiplicity ... 3

```
12
Properties=species:S:1:pos:R:3:mulliken_spin:R:1
C -1.625 0.577 0.170 0.662
C -0.359 -1.226 0.197 0.071
C 1.600 0.159 -0.434 -0.014
N 0.668 -0.521 0.081 0.040
N -2.604 0.981 -0.471 1.145
O -1.518 -0.822 0.464 0.020
O 2.737 0.532 0.036 0.003
H -0.868 1.144 0.559 0.029
H -0.265 -2.318 -0.100 0.010
H 1.547 0.279 -1.506 0.008
H -3.136 0.247 -0.782 0.027
H 3.080 0.258 0.990 -0.001
```

No. 4
The following is a quantum chemistry calculation of a 2-piece molecular cluster, ClFIP overall, from the OMol25 dataset.

Output
DFT total energy ... -1199.05376 Ha
Relative energy (zero: lowest compared OMol25 entry of this formula, charge and spin) ... 284.27 kJ/mol
HOMO-LUMO gap (alpha / beta) ... 8.77 / 4.86 eV
LUMO level (alpha / beta) ... -1.87 / -3.95 eV

```
4
Properties=species:S:1:pos:R:3:nbo_charge:R:1
F 0.723 -1.623 -0.242 -0.587
P 0.382 -0.927 1.165 0.787
Cl -1.535 3.844 -1.013 -0.149
I -0.979 0.912 0.301 -0.051
```

No. 5
The following is a quantum chemistry calculation of C13H29AsOS4Ti as an isolated structure in a non-equilibrium geometry, from the OMol25 dataset.

Output
DFT total energy ... -5264.29590 Ha
Relative energy (zero: lowest compared OMol25 entry of this formula, charge and spin) ... 91.85 kJ/mol
HOMO-LUMO gap (alpha / beta) ... 3.74 / 3.74 eV
Total charge ... +4
LUMO level (alpha / beta) ... -16.30 / -16.30 eV

```
49
Properties=species:S:1:pos:R:3:nbo_charge:R:1
Ti -0.218 0.687 -0.522 1.841
C -4.124 2.920 0.555 -0.562
C -3.761 2.908 -0.944 -0.515
S -2.262 2.067 -1.581 0.285
C -2.912 0.581 -2.397 -0.546
C -3.398 -0.510 -1.462 -0.547
S -2.134 -1.013 -0.235 0.276
C -3.033 -0.868 1.349 -0.511
C -3.346 0.535 1.881 -0.580
S -4.766 1.351 1.141 0.324
H -4.956 3.623 0.677 0.309
H -3.305 3.234 1.203 0.242
H -3.625 3.956 -1.219 0.292
H -4.584 2.530 -1.553 0.280
H -2.092 0.225 -3.029 0.243
H -3.700 0.876 -3.095 0.317
H -3.673 -1.406 -2.023 0.305
H -4.294 -0.212 -0.913 0.298
H -2.419 -1.385 2.085 0.263
H -3.929 -1.481 1.228 0.305
H -2.505 1.228 1.849 0.204
H -3.633 0.424 2.939 0.300
C 0.678 -2.231 1.876 -0.901
As 1.216 -0.427 1.434 0.891
C 1.187 0.557 3.099 -0.909
C 3.093 -0.567 1.001 -0.905
H 1.360 -2.594 2.645 0.305
H 0.747 -2.871 0.999 0.275
H -0.334 -2.253 2.276 0.257
H 1.828 0.019 3.798 0.304
H 0.179 0.603 3.508 0.269
H 1.581 1.562 2.953 0.276
H 3.559 -1.098 1.832 0.305
H 3.529 0.427 0.918 0.269
H 3.238 -1.141 0.088 0.257
O 0.862 0.802 -1.931 -1.014
S 1.652 0.381 -3.315 1.186
C 3.406 0.684 -2.973 -0.539
C 3.692 2.122 -3.390 -0.426
C 2.889 2.339 -4.665 -0.426
C 1.461 1.857 -4.377 -0.529
H 3.881 -0.055 -3.631 0.305
H 3.604 0.387 -1.943 0.269
H 4.763 2.243 -3.551 0.303
H 3.394 2.818 -2.603 0.229
H 3.311 1.773 -5.496 0.261
H 2.848 3.385 -4.968 0.300
H 0.877 1.550 -5.244 0.300
H 0.888 2.563 -3.771 0.264
```

No. 6
The following is a quantum chemistry calculation of a 2-piece molecular cluster, C4H8N2O2 overall in a non-equilibrium geometry, from the OMol25 dataset.

Output
DFT total energy ... -417.01035 Ha
Relative energy (zero: lowest compared OMol25 entry of this formula, charge and spin) ... 644.83 kJ/mol
HOMO-LUMO gap ... 8.22 eV
LUMO level ... 0.03 eV

```
16
Properties=species:S:1:pos:R:3:nbo_charge:R:1
C 0.824 1.898 -0.297 -0.609
C 0.520 0.360 -0.008 -0.335
C -0.758 -0.344 0.110 0.434
C 1.728 -0.483 0.085 0.738
H 0.024 2.113 -1.005 0.202
H 1.695 2.255 -0.670 0.242
H 0.776 2.556 0.618 0.202
H -1.871 1.403 0.622 0.421
H -2.623 -0.016 -0.215 0.399
H -2.192 -1.640 0.174 0.339
H -0.569 -2.457 -0.366 0.437
H 1.091 -2.201 1.204 0.437
N -1.791 0.295 0.361 -0.764
N -1.266 -1.519 -0.584 -0.804
O 1.464 -1.982 -0.044 -0.754
O 2.948 -0.237 0.013 -0.585
```